This record from the OMol25 dataset describes a structure of composition C36H58BaN3O16 at a distorted geometry. The level of theory is ωB97M-V/def2-TZVPD.

The geometry in ORCA input format:
```
! RIJCOSX wB97M-V def2-TZVPD def2/J DEFGRID3
* xyz 1 1
Ba -3.924 0.582 1.578
O -4.031 0.763 4.341
O 3.582 2.374 -4.242
O 1.691 -2.800 2.604
O 2.952 -4.220 -2.898
O -1.814 2.371 -7.246
O 3.422 3.026 0.447
O 6.245 3.382 -0.299
O 4.884 -0.232 -4.051
O -1.310 -0.442 1.152
O -1.898 0.935 -0.382
O -6.442 -0.959 2.745
O -2.284 2.355 2.817
O 2.914 -1.433 1.412
O -0.428 1.076 -8.261
O -3.633 -1.768 3.069
O 2.556 -2.825 -1.280
N 2.109 -1.659 2.315
N -1.072 1.391 -7.274
N 2.192 -3.668 -2.035
C 1.160 1.599 4.907
C 0.774 -4.130 -1.926
C -7.784 -0.722 2.480
C 2.840 1.187 -4.244
C 0.210 -4.945 -2.950
C -0.302 -0.752 -6.313
C 7.615 3.268 0.136
C -2.398 -2.181 3.638
C 5.545 2.118 -0.296
C -1.060 -5.348 -2.831
C -4.738 -2.449 3.735
C 1.580 1.756 3.581
C 2.106 3.218 0.264
C -5.194 1.084 5.092
C -2.819 1.273 4.940
C -1.825 0.663 -4.986
C -1.310 -4.239 -0.698
C -0.234 -1.707 -5.281
C -1.100 0.402 -6.159
C -1.751 -0.344 -4.020
C -6.106 -2.363 2.952
C -1.649 3.366 2.125
C 1.760 -0.576 3.278
C 0.984 0.280 5.373
C 0.173 -0.139 -0.744
C -1.817 -5.020 -1.730
C -1.077 0.153 0.081
C 1.336 -0.738 4.612
C -1.059 -1.529 -4.199
C -2.439 2.560 4.211
C 4.036 2.175 -0.501
C 2.756 3.588 -4.045
C 4.621 -1.004 -2.867
C 1.818 0.717 2.759
C -0.028 -3.776 -0.806
C 3.753 0.130 -4.823
H -8.157 -1.236 1.594
H 4.435 -2.048 -3.120
H -1.525 3.156 1.063
H 1.984 0.859 1.701
H -4.841 -2.015 4.729
H -1.467 -5.950 -3.630
H -2.270 -0.305 -3.074
H 1.038 2.497 5.494
H -2.179 -3.067 3.042
H 8.131 4.217 -0.011
H 2.015 3.464 -3.255
H -5.241 2.159 5.267
H -2.797 -5.469 -1.669
H 1.952 1.302 -4.864
H 0.262 -0.933 -7.216
H 1.465 2.339 0.332
H 7.493 3.082 1.203
H -2.225 4.279 2.271
H -1.537 -1.513 3.630
H -3.272 3.261 4.147
H 3.695 1.146 -0.385
H -4.508 -3.508 3.858
H 5.614 1.608 0.665
H -1.174 -2.258 -3.411
H 1.047 -0.287 -0.109
H -1.934 -4.005 0.152
H 1.826 3.785 1.152
H -2.418 -2.612 4.639
H -2.948 1.418 6.013
H 1.744 2.702 3.085
H -8.416 -0.959 3.335
H 3.497 4.351 -3.805
H -5.986 -2.866 1.993
H 0.032 -1.049 -1.328
H 1.320 -1.728 5.044
H 1.802 3.760 -0.631
H -5.192 0.593 6.065
H -7.883 0.329 2.210
H 0.393 -2.585 -5.323
H 3.848 2.596 -1.488
H 4.098 0.447 -5.807
H 2.487 0.955 -3.239
H -2.023 0.556 4.736
H 0.490 -3.369 0.050
H -6.131 0.912 4.562
H 0.569 0.210 6.367
H 5.553 -1.030 -2.302
H 0.365 0.663 -1.456
H 2.189 3.769 -4.958
H -1.507 3.010 4.552
H -6.914 -2.919 3.427
H -2.330 1.608 -4.855
H -0.662 3.500 2.570
H 3.917 -0.585 -2.148
H 0.879 -5.193 -3.760
H 8.236 2.488 -0.304
H 5.915 1.405 -1.032
H 3.158 -0.760 -5.029
*
```

## Properties
Energy relative to the best compared isomer or geometry (same formula, charge and spin) = 77.01 kcal per mole
Highest occupied orbital energy = -10.62 eV
LUMO energy = -3.38 eV
HOMO-LUMO gap = 7.24 eV
Max |F| = 0.0905 Eh/bohr